{
  "formula": "C5H13NO",
  "method": "ωB97M-V with the def2-TZVPD basis set",
  "fmax_ev_per_a": 2.4,
  "total_charge": -1,
  "total_energy_ev": -8931.20446,
  "homo_lumo_gap_ev": [2.7, 8.0],
  "spin_multiplicity": 2,
  "homo_ev": [1.22, -4.01],
  "de_lowest_kj_mol": 150.10,
  "symbols": ["H", "C", "H", "H", "H", "H", "H", "H", "H", "O", "C", "H", "C", "H", "H", "N", "C", "C", "H", "H"],
  "xyz": [[-2.511486, -1.994238, -0.576813], [-0.244734, 1.032943, -0.871703], [-0.325847, -1.951284, 0.901529], [-2.624920, -0.182778, -0.153561], [0.134176, 1.360712, -1.833869], [1.979276, 0.109440, -2.251852], [0.070209, 1.739917, -0.090319], [-1.325567, 1.027593, -0.950102], [-0.297690, 1.325472, 2.801812], [-0.950689, 1.602987, 2.164632], [-0.690024, -1.154897, 0.267638], [2.471759, 1.220075, -0.984373], [0.179589, -0.334723, -0.393265], [1.777782, -1.547309, -0.253770], [3.394175, -0.339183, -1.241529], [1.562247, -0.585012, -0.338885], [2.436397, 0.171327, -1.255456], [-2.202024, -1.155528, 0.051062], [-1.012735, 0.796341, 1.638061], [-2.596955, -1.360842, 1.063001]],
  "forces_ev_per_a": [[-0.20, 0.36, -0.38], [-0.10, -0.37, 0.03], [0.32, -0.24, -0.29], [-0.14, -0.01, -0.76], [0.28, -0.15, -0.07], [0.50, 0.11, -0.25], [-0.10, 0.07, -0.26], [-0.08, 0.31, 0.06], [0.50, 0.08, 0.55], [-0.36, 0.14, -0.03], [-0.37, 0.94, -1.13], [0.34, 0.10, 0.16], [0.46, -0.71, 0.83], [0.25, -0.69, -0.01], [0.28, 0.33, -0.09], [-0.75, 1.65, -0.06], [-1.21, -1.10, 0.16], [0.81, -0.36, 2.25], [-0.14, -0.28, -0.42], [-0.29, -0.20, -0.31]]
}